a.
Density functional theory data (the ωB97M-V functional and the def2-TZVPD basis) for the molecule C2H5N3OS.

Computed properties:
SMILES string	N/N=C(/N)C(=O)S
multiplicity	1
frontier orbital gap	9.11	eV

```
12
C2H5N3OS | the Open Molecules 2025 dataset | the ωB97M-V functional and the def2-TZVPD basis
H -1.16 -2.25 0.02
N -1.65 -1.45 -0.40
S 1.84 0.44 -0.25
C 0.50 -0.67 0.12
C -0.97 -0.28 -0.11
H -0.54 1.93 1.24
H -2.61 -1.35 -0.17
H -1.48 2.78 0.22
H 1.09 1.56 -0.45
N -0.82 2.02 0.27
N -1.56 0.84 -0.08
O 0.78 -1.74 0.57
```

Atom charges from the Mulliken analysis, given in e for atoms 1 to 4: atom 1 (H): 0.2625, atom 2 (N): -0.5228, atom 3 (S): -0.2154, atom 4 (C): 0.5710

b.
Density functional theory data (the ωB97M-V functional and the def2-TZVPD basis) for the molecule C2H5N3OS.

Computed properties:
SMILES string	N/N=C\S/C=N\O
multiplicity	1
frontier orbital gap	9.56	eV

```
12
C2H5N3OS | the Open Molecules 2025 dataset | the ωB97M-V functional and the def2-TZVPD basis
H 1.69 -1.81 0.96
N -2.01 0.93 0.22
C -0.77 0.71 0.07
H -3.77 0.15 0.52
H 2.90 1.62 -0.26
S -0.10 -0.88 -0.40
H -0.10 1.51 0.19
N 2.41 -0.03 0.40
H -2.55 -0.99 0.27
C 1.48 -0.89 0.42
N -2.91 -0.07 0.01
O 2.10 1.10 -0.34
```

Atom charges from the Mulliken analysis, given in e for atoms 1 to 4: atom 1 (H): 0.3851, atom 2 (N): -0.3245, atom 3 (C): -0.1243, atom 4 (H): 0.2541

What should be chosen as the most stable of them? Choose a.

a.
Density functional theory data (the ωB97M-V functional and the def2-TZVPD basis) for the molecule C2H5N3OS.

Computed properties:
SMILES string	N/N=C\C(=O)NS
multiplicity	1
frontier orbital gap	10.04	eV

```
12
C2H5N3OS | the Open Molecules 2025 dataset | the ωB97M-V functional and the def2-TZVPD basis
H 1.83 0.18 -1.60
N 1.04 1.54 -0.40
N -0.51 -0.95 0.40
N 0.31 1.89 0.67
H -0.70 -1.73 1.03
H -1.93 0.92 0.52
H 0.23 1.19 1.47
C 1.14 0.32 -0.79
S -1.87 -0.16 -0.29
C 0.79 -0.91 0.00
H 0.52 2.81 1.00
O 1.57 -1.82 0.28
```

Atom charges from the Mulliken analysis, given in e for atoms 1 to 4: atom 1 (H): 0.3864, atom 2 (N): -0.3926, atom 3 (N): -0.3419, atom 4 (N): -0.3180

b.
Density functional theory data (the ωB97M-V functional and the def2-TZVPD basis) for the molecule C2H5N3OS.

Computed properties:
SMILES string	N/N=C\C(=O)NS
multiplicity	1
frontier orbital gap	9.59	eV

```
12
C2H5N3OS | the Open Molecules 2025 dataset | the ωB97M-V functional and the def2-TZVPD basis
C 0.68 -0.82 -0.15
N -1.26 0.75 0.09
S -2.44 -0.43 -0.04
N 1.96 -1.08 -0.08
O 0.86 1.51 -0.14
H -1.57 1.70 0.21
N 2.83 -0.13 0.19
H 3.88 -0.33 0.30
C 0.13 0.52 -0.06
H 2.57 0.86 0.12
H 0.13 -1.71 -0.27
H -2.43 -0.70 1.26
```

Atom charges from the Mulliken analysis, given in e for atoms 1 to 4: atom 1 (C): -0.3213, atom 2 (N): -0.3040, atom 3 (S): -0.1788, atom 4 (N): -0.4022

What should be chosen as the most stable of them? Choose b.

a.
Density functional theory data (the ωB97M-V functional and the def2-TZVPD basis) for the molecule C2H5N3OS.

Computed properties:
SMILES string	[H]/N=C(/N)N(S)C=O
multiplicity	1
frontier orbital gap	9.85	eV

```
12
C2H5N3OS | the Open Molecules 2025 dataset | the ωB97M-V functional and the def2-TZVPD basis
H -2.33 0.23 -0.81
N -0.53 0.26 -0.17
S -0.32 0.72 -1.87
N 0.59 -0.94 1.55
H -0.35 -1.40 1.91
H 1.74 0.52 -0.84
H 0.10 2.02 -1.69
N 1.83 0.39 0.13
O -2.33 -1.20 0.77
H 2.73 -0.05 0.44
C 0.69 -0.20 0.59
C -1.81 -0.36 0.00
```

Atom charges from the Mulliken analysis, given in e for atoms 1 to 4: atom 1 (H): 0.3218, atom 2 (N): -0.0867, atom 3 (S): -0.2608, atom 4 (N): -0.6727

b.
Density functional theory data (the ωB97M-V functional and the def2-TZVPD basis) for the molecule C2H5N3OS.

Computed properties:
SMILES string	[H]/N=C\NS/C=N\O
multiplicity	1
frontier orbital gap	10.09	eV

```
12
C2H5N3OS | the Open Molecules 2025 dataset | the ωB97M-V functional and the def2-TZVPD basis
H 3.33 -0.73 0.28
H -0.57 -0.84 1.59
H -3.49 0.54 -0.38
C -1.02 -0.23 0.83
N 1.29 -0.84 -0.15
C 2.48 -0.15 0.15
S -0.21 -0.14 -0.63
H 1.33 -1.82 -0.27
N 2.74 1.11 0.26
N -2.26 -0.02 0.81
O -2.52 0.51 -0.44
H 1.82 1.59 0.07
```

Atom charges from the Mulliken analysis, given in e for atoms 1 to 4: atom 1 (H): 0.4028, atom 2 (H): 0.3744, atom 3 (H): 0.3801, atom 4 (C): 0.0295

What should be chosen as the most stable of them? Choose a.

a.
Density functional theory data (the ωB97M-V functional and the def2-TZVPD basis) for the molecule C20H18N2O4.

Computed properties:
SMILES string	Cc1ccc(C(=O)N/C(=C/c2ccco2)C(=O)NCc2ccco2)cc1
multiplicity	1
frontier orbital gap	8.29	eV

```
44
C20H18N2O4 | the Open Molecules 2025 dataset | the ωB97M-V functional and the def2-TZVPD basis
H -1.08 4.61 1.36
C 4.39 -0.51 -0.03
H -2.83 0.66 -0.51
H -3.56 3.53 1.51
O 2.07 -0.03 2.27
N 1.50 1.74 0.96
H 0.66 -1.87 -0.76
C 1.84 0.46 1.18
C 5.63 -1.04 -0.31
H -6.01 -2.24 -2.56
C -2.45 1.76 2.14
C 1.94 -0.41 -0.06
H -0.63 -2.61 -2.16
C 3.10 -0.90 -0.51
C 5.83 0.67 1.08
C -1.57 -2.15 -1.88
H 3.11 -1.65 -1.30
H 5.84 -1.87 -0.95
N 0.71 -0.88 -0.57
H 1.44 3.58 1.96
O 4.53 0.54 0.81
C -2.63 3.04 1.73
H 1.38 2.10 2.98
C -0.47 2.62 2.03
H -4.95 -0.50 -1.04
C -1.59 -0.90 -1.26
H 1.10 1.95 0.05
C 1.03 2.57 2.06
H 6.12 1.46 1.75
C -4.00 -0.97 -1.27
C -0.38 -0.13 -0.89
C -2.82 -0.31 -0.98
O -1.15 1.50 2.32
H -5.10 -3.72 -2.92
C -1.33 3.61 1.65
C 6.57 -0.27 0.42
H 7.63 -0.39 0.44
C -3.98 -2.22 -1.88
C -5.26 -2.94 -2.19
C -2.75 -2.79 -2.18
O -0.37 1.09 -0.88
H -3.14 0.96 2.33
H -2.72 -3.76 -2.67
H -5.66 -3.39 -1.28
```

Atom charges from the Mulliken analysis, given in e for atoms 1 to 4: atom 1 (H): 0.4682, atom 2 (C): 0.3090, atom 3 (H): 0.5661, atom 4 (H): 0.4664

b.
Density functional theory data (the ωB97M-V functional and the def2-TZVPD basis) for a structure of composition C20H18N2O4.

Computed properties:
multiplicity	1
frontier orbital gap	8.51	eV

```
44
C20H18N2O4 | the Open Molecules 2025 dataset | the ωB97M-V functional and the def2-TZVPD basis
O 2.54 0.24 1.25
N -0.78 0.74 0.13
H 6.69 2.32 -1.54
H 0.16 -5.00 0.39
H 7.21 2.35 0.92
C 5.17 1.39 1.26
C 1.67 -3.73 -0.01
C -0.43 -3.08 0.04
C -4.19 1.62 1.25
C 6.42 1.82 0.58
H -2.53 1.38 -1.70
O 0.86 2.34 -0.33
H -1.86 1.43 2.04
C 1.08 0.17 -1.01
H -1.10 -0.45 0.03
H 3.04 -2.07 -0.69
H -2.24 -3.61 1.41
C 4.38 1.08 -0.01
H -2.80 -2.54 0.15
C -3.37 1.37 -1.06
C -5.50 1.77 0.62
C -5.75 1.54 -0.82
C 0.99 -1.48 -0.61
H -6.36 1.74 1.61
H 4.94 1.38 2.34
C 6.10 1.90 -0.74
H -4.75 1.63 -2.58
N -0.16 -1.74 -0.37
O 2.40 0.44 -1.14
H -1.22 2.52 0.98
C -3.21 1.54 0.45
H -2.39 -4.39 -0.11
H 0.82 0.18 -2.02
C 3.07 0.32 0.07
C -1.70 1.76 0.86
C -1.97 -3.39 0.39
C 0.33 -4.14 0.36
O 5.04 1.52 -1.14
C 2.02 -2.52 -0.62
C 0.30 1.12 -0.07
H -4.09 1.77 2.27
H 2.48 -4.33 -0.06
C -4.60 1.53 -1.53
H -6.70 1.57 -1.26
```

Atom charges from the Mulliken analysis, given in e for atoms 1 to 4: atom 1 (O): -0.6110, atom 2 (N): -0.1469, atom 3 (H): 0.4424, atom 4 (H): 0.6635

What should be chosen as the most stable of them? Choose a.

a.
Density functional theory data (the ωB97M-V functional and the def2-TZVPD basis) for a structure of composition H16KrO8.

Computed properties:
multiplicity	1
frontier orbital gap	9.76	eV

```
25
H16KrO8 | the Open Molecules 2025 dataset | the ωB97M-V functional and the def2-TZVPD basis
O 0.08 -3.47 1.42
Kr -0.23 -0.27 0.30
H -3.16 1.37 1.62
H 0.54 2.58 2.39
H 0.63 -3.26 0.67
H 2.98 0.23 -1.55
O -2.83 -2.21 -2.00
O 2.97 0.80 -0.78
O 2.19 1.81 1.77
H -1.14 2.74 -1.19
H -2.79 1.00 3.04
H -2.76 -3.02 -1.50
O -0.31 3.03 2.39
H -0.14 2.73 -2.32
H -2.43 -2.43 -2.85
O -2.76 1.73 2.41
H 3.87 0.76 -0.44
H 3.02 2.20 2.02
H 0.16 -2.37 -2.25
O -1.05 2.96 -2.11
H 0.02 -4.43 1.40
O 0.58 -2.68 -3.05
H -0.95 2.32 2.38
H 2.38 1.30 0.99
H 1.13 -3.41 -2.78
```

Atom charges from the Mulliken analysis, given in e for atoms 1 to 4: atom 1 (O): -0.5847, atom 2 (Kr): -0.0008, atom 3 (H): 0.3066, atom 4 (H): 0.3819

b.
Density functional theory data (the ωB97M-V functional and the def2-TZVPD basis) for a structure of composition H16KrO8.

Computed properties:
multiplicity	1
frontier orbital gap	11.03	eV

```
25
H16KrO8 | the Open Molecules 2025 dataset | the ωB97M-V functional and the def2-TZVPD basis
O -0.72 4.43 -0.48
O -2.92 2.57 -1.68
O 1.43 -2.71 0.99
H 0.32 3.73 2.23
Kr -0.44 0.25 -0.09
O -0.94 -2.36 2.75
H 0.12 -0.26 -3.73
H -0.26 -2.49 2.09
O -0.42 -1.06 -3.70
H -1.73 -2.76 2.37
H 1.28 2.61 1.93
H -2.05 2.41 -1.31
H 0.07 -2.29 -2.40
H -0.14 4.03 0.17
H 2.40 -1.39 2.18
H -1.31 -0.74 -3.80
O 2.52 -0.75 2.88
H 1.10 -2.49 0.11
H -2.76 2.65 -2.62
O 0.82 3.33 1.52
H -0.12 -3.74 -2.01
O 0.38 -2.95 -1.79
H 3.23 -1.11 3.41
H -1.47 4.75 0.02
H 1.60 -3.65 0.96
```

Atom charges from the Mulliken analysis, given in e for atoms 1 to 4: atom 1 (O): -0.6354, atom 2 (O): -0.5992, atom 3 (O): -0.6402, atom 4 (H): 0.3112

What should be chosen as the most stable of them? Choose b.

a.
Density functional theory data (the ωB97M-V functional and the def2-TZVPD basis) for the ion C5H8N2 with charge +2.

Computed properties:
net charge	+2
SMILES string	C#[N+][C@H]1C=[NH+]CC1
multiplicity	1
frontier orbital gap	11.23	eV

```
15
C5H8N2 | the Open Molecules 2025 dataset | the ωB97M-V functional and the def2-TZVPD basis
N -1.05 -1.28 -1.27
H -0.71 -1.11 2.27
C 0.96 1.25 0.47
C 0.72 0.10 -0.60
H 1.67 -0.48 -0.44
N 0.43 0.65 1.65
H 0.39 2.23 0.13
H -2.05 -2.22 -2.93
C -0.63 -0.37 -0.18
H 2.04 1.58 0.57
H -1.23 0.51 -0.24
H 0.72 0.58 -1.59
H 0.72 0.90 2.56
C -0.31 -0.37 1.54
C -1.66 -1.96 -1.94
```

Atom charges from the Mulliken analysis, given in e for atoms 1 to 4: atom 1 (N): 0.1774, atom 2 (H): 0.4145, atom 3 (C): -0.6136, atom 4 (C): -0.6428

b.
Density functional theory data (the ωB97M-V functional and the def2-TZVPD basis) for the ion C5H8N2 with charge +2.

Computed properties:
net charge	+2
multiplicity	1
frontier orbital gap	6.97	eV

```
15
C5H8N2 | the Open Molecules 2025 dataset | the ωB97M-V functional and the def2-TZVPD basis
H 2.02 -1.61 0.28
N -2.03 -1.31 -0.35
C -2.14 -0.10 -0.13
C -1.24 0.86 0.41
N 1.03 -1.36 0.07
H 0.28 1.94 -0.42
H 1.84 0.22 -1.02
C 0.85 -0.14 -0.70
H 0.28 -0.38 -1.61
C 0.11 -2.12 0.44
H -0.03 -3.04 0.98
H 0.71 1.23 1.04
H -3.17 0.29 -0.34
H -1.66 1.59 1.11
C 0.16 0.96 0.12
```

Atom charges from the Mulliken analysis, given in e for atoms 1 to 4: atom 1 (H): 0.3530, atom 2 (N): -0.2411, atom 3 (C): 0.0084, atom 4 (C): -0.0044

What should be chosen as the most stable of them? Choose a.

a.
Density functional theory data (the ωB97M-V functional and the def2-TZVPD basis) for the molecule C6H11N2P.

Computed properties:
SMILES string	CN1C#P(C)N(C)C=C1
multiplicity	1
frontier orbital gap	7.91	eV

```
20
C6H11N2P | the Open Molecules 2025 dataset | the ωB97M-V functional and the def2-TZVPD basis
C -0.49 3.14 0.02
C -1.76 -1.81 0.87
H 0.78 -2.41 -1.74
P -1.16 -0.78 -0.83
H 0.36 3.62 -0.41
H 1.25 -3.03 -0.07
H -2.21 -2.74 0.49
H 1.70 2.11 0.31
H -0.80 -2.04 1.28
C 1.30 -0.02 0.17
H -0.42 3.07 1.11
H -2.51 -1.19 1.34
H 2.23 -1.93 -0.92
N -0.35 1.71 -0.38
C -1.37 0.96 -0.67
H 2.31 -0.25 0.74
H -1.45 3.55 -0.29
C 1.12 -2.22 -0.76
C 0.97 1.26 0.08
N 0.51 -1.00 -0.34
```

Atom charges from the Mulliken analysis, given in e for atoms 1 to 4: atom 1 (C): -0.9811, atom 2 (C): -0.8798, atom 3 (H): 0.4184, atom 4 (P): 0.1410

b.
Density functional theory data (the ωB97M-V functional and the def2-TZVPD basis) for the molecule C6H11N2P.

Computed properties:
SMILES string	CC(=[PH3])n1cnc(C)c1
multiplicity	1
frontier orbital gap	7.67	eV

```
20
C6H11N2P | the Open Molecules 2025 dataset | the ωB97M-V functional and the def2-TZVPD basis
H 3.75 -0.55 -0.62
H -2.77 1.64 1.51
C -1.42 -0.25 0.03
H 4.17 0.76 0.27
C 3.44 -0.05 0.26
C 0.35 1.39 -0.53
C 2.06 0.29 0.06
P -2.61 0.86 0.35
H 0.91 -1.58 0.66
H -0.41 2.11 -0.74
H -2.76 -1.97 -0.45
H -1.07 -2.30 0.25
H -2.60 1.88 -0.75
H 3.48 -0.59 1.21
C -1.62 -1.70 -0.45
H -1.51 -1.83 -1.55
C 1.03 -0.53 0.22
N 1.60 1.57 -0.30
H -3.91 0.66 0.68
N -0.11 0.20 -0.11
```

Atom charges from the Mulliken analysis, given in e for atoms 1 to 4: atom 1 (H): 0.3053, atom 2 (H): 0.0554, atom 3 (C): 0.4265, atom 4 (H): 0.3250

c.
Density functional theory data (the ωB97M-V functional and the def2-TZVPD basis) for a cluster of 2 separate species, C6H11N2P in total.

Computed properties:
multiplicity	1
frontier orbital gap	8.46	eV

```
20
C6H11N2P | the Open Molecules 2025 dataset | the ωB97M-V functional and the def2-TZVPD basis
H 2.10 -1.82 1.31
C -3.10 -0.82 -0.37
H 2.49 1.20 0.51
C -1.83 -0.78 -0.92
H 3.09 1.09 -1.19
H -3.74 -1.61 -0.50
H -2.31 1.97 0.95
H -1.39 -1.46 -1.57
H 0.35 -1.75 1.44
C 2.86 0.58 -0.18
H 0.39 1.65 0.11
N -3.37 0.29 0.37
P 1.35 -0.50 -0.65
C 0.03 0.72 -0.37
H 0.59 1.44 -2.02
C 1.33 -1.12 1.16
N -1.31 0.42 -0.44
H 3.48 -0.22 0.11
H 1.29 -0.29 1.87
C -2.29 1.01 0.38
```

Atom charges from the Mulliken analysis, given in e for atoms 1 to 4: atom 1 (H): 0.4386, atom 2 (C): -0.5061, atom 3 (H): 0.3642, atom 4 (C): -0.3495

What should be chosen as the most stable of them? Choose a.

a.
Density functional theory data (the ωB97M-V functional and the def2-TZVPD basis) for a cluster of 2 separate species, C2H8NOS in total.

Computed properties:
net charge	-1
multiplicity	1
frontier orbital gap	6.84	eV

```
13
C2H8NOS | the Open Molecules 2025 dataset | the ωB97M-V functional and the def2-TZVPD basis
O 3.24 1.13 -0.19
C -1.49 -0.27 -0.32
C -0.84 -0.59 1.02
H -2.36 -0.84 -0.61
S 0.34 0.74 1.52
H 2.76 1.94 -0.32
N -0.59 -0.32 -1.50
H 0.33 -0.03 -1.18
H -1.70 0.80 -0.19
H -0.52 -1.26 -1.89
H -1.67 -0.60 1.74
H -0.38 -1.55 1.27
H 2.87 0.86 0.66
```

Atom charges from the Mulliken analysis, given in e for atoms 1 to 4: atom 1 (O): -0.6569, atom 2 (C): -0.5503, atom 3 (C): -0.6368, atom 4 (H): 0.3948

b.
Density functional theory data (the ωB97M-V functional and the def2-TZVPD basis) for a cluster of 2 separate species, C2H8NOS in total.

Computed properties:
net charge	-1
multiplicity	1
frontier orbital gap	7.03	eV

```
13
C2H8NOS | the Open Molecules 2025 dataset | the ωB97M-V functional and the def2-TZVPD basis
H 1.69 1.74 -1.51
H -0.71 1.05 1.40
S 0.79 -0.78 0.35
H -0.85 -3.78 1.70
H -1.09 2.20 -0.78
H 0.42 2.46 0.23
O -0.13 -4.05 1.04
N 0.70 1.37 -1.67
C -0.44 0.66 0.44
H -1.37 0.17 0.10
H 0.25 -3.14 0.82
H 0.78 0.30 -1.63
C -0.04 1.81 -0.49
```

Atom charges from the Mulliken analysis, given in e for atoms 1 to 4: atom 1 (H): 0.2699, atom 2 (H): 0.3876, atom 3 (S): -0.7304, atom 4 (H): 0.2990

What should be chosen as the most stable of them? Choose a.